Record 1
This record from OMol25 describes a cluster of 15 separate species, C44H125N7O15 in total in a non-equilibrium geometry. The level of theory is the ωB97M-V functional and the def2-TZVPD basis.

Element x y z (Å)
C: 0.5144 -3.4778 -4.6706
C: 1.9996 -3.8083 -4.5743
O: 2.4266 -3.4519 -3.3073
H: 0.1445 -2.9105 -5.5247
H: 0.1234 -3.0717 -3.7376
H: -0.0261 -4.4174 -4.7846
H: 2.5797 -3.2146 -5.2807
H: 2.1846 -4.8751 -4.7007
H: 3.3466 -3.7198 -3.2492
C: -0.8121 5.3112 -0.2963
C: -1.9056 6.4271 -0.4575
O: -2.1491 7.1319 0.7721
H: 0.1686 5.6687 0.0176
H: -0.6268 4.7983 -1.2400
H: -1.2502 4.5253 0.3190
H: -2.8248 5.9902 -0.8478
H: -1.5247 7.0106 -1.2957
H: -2.8910 7.7118 0.5851
C: -4.6657 1.3059 -2.0436
C: -4.7928 0.2616 -3.1866
O: -6.1240 -0.2307 -3.2913
H: -5.1767 0.9217 -1.1608
H: -5.1894 2.1503 -2.4916
H: -3.6343 1.5735 -1.8138
H: -4.1551 -0.6172 -3.0903
H: -4.4820 0.6856 -4.1414
H: -6.5289 0.0666 -4.1094
C: -4.4534 -1.5797 -6.6512
C: -3.2783 -0.6342 -6.9813
O: -3.6633 0.7264 -6.8058
H: -4.3480 -2.4455 -7.3050
H: -5.4088 -1.1413 -6.9394
H: -4.5438 -1.9385 -5.6260
H: -2.9357 -0.7973 -8.0032
H: -2.6024 -0.8520 -6.1544
H: -4.6106 0.8000 -6.9430
C: -4.4222 3.8414 3.6759
C: -4.0655 3.3773 5.1380
O: -3.0909 2.3806 4.9674
H: -3.5269 3.7978 3.0558
H: -4.8495 4.8377 3.5631
H: -5.0096 3.0270 3.2518
H: -4.9498 3.0284 5.6713
H: -3.7207 4.2371 5.7125
H: -2.7275 2.1651 5.8295
C: 5.0711 0.6276 -0.3889
C: 4.8764 -0.5626 -1.3676
O: 5.2960 -1.8167 -0.8972
H: 4.6715 1.5391 -0.8334
H: 6.1368 0.7992 -0.2379
H: 4.5743 0.5741 0.5798
H: 5.2125 -0.2953 -2.3694
H: 3.8077 -0.6553 -1.5612
H: 4.8691 -2.6333 -1.1665
C: 0.2466 0.3741 -1.2967
C: -1.0619 -0.2050 -0.6834
O: -1.1793 0.3546 0.6425
H: 0.3134 0.4070 -2.3842
H: 1.0823 -0.1794 -0.8683
H: 0.5085 1.3786 -0.9643
H: -0.8541 -1.2576 -0.4908
H: -1.9198 -0.1551 -1.3539
H: -1.7152 -0.2556 1.1546
C: 4.4642 0.0218 -5.2399
C: 4.5274 -0.7225 -6.5953
O: 4.7794 0.1657 -7.7219
H: 3.9117 -0.5801 -4.5184
H: 3.9697 0.9930 -5.2572
H: 5.4540 0.1028 -4.7905
H: 3.6176 -1.3009 -6.7561
H: 5.3134 -1.4586 -6.7639
H: 3.9960 0.6761 -7.9397
C: 4.8094 2.5316 7.2068
C: 3.8154 1.3770 6.9379
C: 3.6264 0.9943 5.4536
O: 3.1475 2.1401 4.7266
C: 3.0163 1.9081 3.2814
N: 4.1243 0.1771 7.8071
H: 4.6288 3.4510 6.6499
H: 5.7779 2.0782 6.9956
H: 4.8921 2.6795 8.2835
H: 2.8138 1.6446 7.2745
H: 2.9099 0.1737 5.4907
H: 4.5282 0.5667 5.0154
H: 2.7690 2.9002 2.9034
H: 2.2907 1.1223 3.0712
H: 3.9770 1.5853 2.8803
H: 4.2177 0.4408 8.7776
H: 5.0194 -0.2694 7.6672
C: -3.6849 4.5451 -6.8196
C: -3.9511 4.0666 -5.3675
C: -3.7983 5.1938 -4.2719
O: -2.6212 6.0366 -4.3150
C: -1.4013 5.3860 -4.2373
N: -5.3539 3.6104 -5.2866
H: -4.4674 5.2019 -7.1996
H: -3.5736 3.6694 -7.4589
H: -2.7425 5.0927 -6.8101
H: -3.2090 3.2995 -5.1461
H: -3.9399 4.6183 -3.3571
H: -4.6432 5.8804 -4.3260
H: -0.6148 6.1015 -3.9970
H: -1.0508 5.0621 -5.2173
H: -1.5339 4.5052 -3.6091
H: -5.7246 3.2168 -6.1397
H: -5.3089 2.8302 -4.6467
C: -1.6383 -4.7453 -0.2319
C: -3.1105 -5.2251 -0.5371
C: -3.7616 -4.4967 -1.7435
O: -4.0214 -3.1154 -1.5776
C: -4.6554 -2.6529 -0.4289
N: -2.9264 -6.6215 -0.9246
H: -1.5796 -3.7027 0.0805
H: -0.8943 -4.7524 -1.0285
H: -1.3851 -5.2662 0.6914
H: -3.6539 -5.2087 0.4077
H: -4.7691 -4.8229 -2.0013
H: -3.0664 -4.4558 -2.5820
H: -5.4648 -3.3219 -0.1365
H: -4.7971 -1.5792 -0.5514
H: -3.9620 -2.4868 0.3955
H: -2.0631 -6.7144 -1.4406
H: -2.8719 -7.1721 -0.0796
C: 7.3553 -2.7054 3.8715
C: 6.4602 -1.7436 3.1545
C: 5.0189 -1.9687 3.4312
O: 4.5661 -3.3288 3.1000
C: 4.8250 -3.8724 1.7454
N: 6.8307 -0.3910 3.4929
H: 7.1959 -3.7067 3.4714
H: 7.0488 -2.7030 4.9175
H: 8.4123 -2.4400 3.8911
H: 6.5299 -1.7515 2.0668
H: 4.4332 -1.2553 2.8515
H: 4.7956 -1.6597 4.4524
H: 5.8467 -4.1092 1.4488
H: 4.4325 -3.0909 1.0947
H: 4.3375 -4.8365 1.6006
H: 7.1026 -0.3403 4.4643
H: 7.6610 -0.0849 3.0061
C: -3.2469 -1.5424 2.7150
C: -2.1249 -1.5874 3.6636
C: -0.9709 -2.5911 3.3297
O: -0.4157 -2.4245 2.0195
C: 0.7732 -3.0618 1.8001
N: -1.5918 -0.2472 3.8334
H: -2.9098 -1.1746 1.7460
H: -3.8798 -0.7146 3.0349
H: -3.7305 -2.5153 2.6274
H: -2.4932 -1.9001 4.6407
H: -1.3584 -3.5955 3.5004
H: -0.2256 -2.3615 4.0913
H: 1.5146 -2.7148 2.5199
H: 0.8757 -2.8134 0.7438
H: 0.5638 -4.1299 1.7428
H: -1.0380 -0.0478 3.0127
H: -2.3700 0.3916 3.9142
C: 0.9093 -1.3188 7.0637
C: -0.4611 -1.9106 7.3813
C: -0.6788 -2.1506 8.9522
O: -1.7364 -2.9607 9.4035
C: -1.6012 -3.3393 10.7698
N: -1.4698 -1.0600 6.8064
H: 0.9070 -0.8629 6.0736
H: 1.7441 -2.0157 7.1376
H: 1.2177 -0.5791 7.8025
H: -0.7620 -2.8367 6.8917
H: -0.6990 -1.1290 9.3319
H: 0.3148 -2.4526 9.2836
H: -0.7595 -4.0148 10.9227
H: -2.4790 -3.8862 11.1138
H: -1.4882 -2.4488 11.3882
H: -2.2841 -1.6503 6.7133
H: -1.0623 -0.8816 5.8997
C: 0.7122 0.1872 -5.1520
C: 0.0311 1.4433 -5.5152
C: 0.9161 2.6815 -5.2922
O: 1.0634 2.8687 -3.8607
C: 2.0140 3.8955 -3.4398
N: -0.3216 1.2882 -6.9693
H: 1.4647 -0.1147 -5.8805
H: -0.0317 -0.6040 -5.0581
H: 1.2594 0.3821 -4.2297
H: -0.8367 1.5873 -4.8714
H: 0.4901 3.4748 -5.9064
H: 1.9085 2.3952 -5.6405
H: 2.1057 4.6760 -4.1950
H: 2.9837 3.4093 -3.3330
H: 1.6756 4.4071 -2.5387
H: -0.9237 2.0353 -7.2848
H: -0.9612 0.5140 -7.0771

Computed properties:
- DFT total energy (hartree) = -3262.8627
- Kohn-Sham gap (eV) = 8.80
- F_max (eV/A) = 3.80
- energy above the lowest of the compared OMol25 structures with the same formula, charge and spin (kcal/mol) = 159.8
- LUMO energy (eV) = 0.203



Record 2
This record from OMol25 describes a structure of composition C44H28ClN4O4Pd. The level of theory is the ωB97M-V functional and the def2-TZVPD basis.

Element x y z (Å)
Pd: -0.3505 -0.1075 0.3532
C: -0.2293 -6.5209 -3.7688
C: -0.1091 -5.2346 -4.2806
C: -0.1861 -4.1409 -3.4351
C: -0.3622 -4.3318 -2.0648
C: -0.4799 -5.6219 -1.5545
C: -0.4180 -6.7137 -2.4086
C: -0.4278 -3.1518 -1.1721
C: 0.4900 -2.9849 -0.1992
C: 1.6218 -3.8572 0.0625
C: 2.2887 -3.3353 1.1048
C: 1.5873 -2.1196 1.4732
N: 0.5284 -1.9230 0.7248
C: 2.0644 -1.2182 2.5215
C: 1.6647 0.0633 2.6449
C: 2.2145 1.0411 3.5725
C: 1.7547 2.2421 3.1921
C: 0.8747 2.0070 2.0574
C: 0.2469 3.0904 1.3031
C: 0.8320 4.4365 1.4952
C: 2.1690 4.6452 1.1577
C: 2.7276 5.9029 1.3125
C: 1.9661 6.9475 1.8223
C: 0.6399 6.7380 2.1701
C: 0.0687 5.4848 2.0021
C: -0.7687 2.9081 0.4355
N: -1.3823 1.6740 0.1458
C: -2.2674 1.9150 -0.7910
C: -3.0758 0.9023 -1.4733
C: -4.2591 1.4021 -2.2097
C: -4.3647 1.2264 -3.5879
C: -5.4724 1.7117 -4.2672
C: -6.4796 2.3667 -3.5749
C: -6.3747 2.5514 -2.2017
C: -5.2633 2.0835 -1.5218
C: -2.7346 -0.4022 -1.5386
C: -3.4384 -1.4370 -2.2810
C: -2.6713 -2.5379 -2.2448
C: -1.5108 -2.2070 -1.4347
N: -1.5790 -0.9808 -0.9805
C: -2.3215 3.3215 -1.1357
C: -1.3802 3.9297 -0.3936
N: 0.7621 0.7313 1.7966
C: 3.1437 -1.7393 3.3956
C: 2.8992 -2.8214 4.2389
C: 3.9121 -3.3120 5.0463
C: 5.1784 -2.7422 4.9986
C: 5.4302 -1.6784 4.1456
C: 4.4148 -1.1723 3.3466
H: -0.1759 -7.3730 -4.4330
H: 0.0492 -5.0843 -5.3399
H: -0.0785 -3.1372 -3.8296
H: -0.6386 -5.7671 -0.4929
H: -0.5189 -7.7143 -2.0101
H: 1.8622 -4.7389 -0.5067
H: 3.1900 -3.6958 1.5700
H: 2.8842 0.8083 4.3826
H: 1.9571 3.2067 3.6253
H: 2.7538 3.8304 0.7449
H: 3.7584 6.0698 1.0305
H: 2.4089 7.9264 1.9478
H: 0.0478 7.5486 2.5732
H: -0.9633 5.3111 2.2815
H: -3.5632 0.7375 -4.1276
H: -5.5440 1.5826 -5.3387
H: -7.3446 2.7420 -4.1049
H: -7.1600 3.0628 -1.6615
H: -5.1812 2.2297 -0.4512
H: -4.3901 -1.3038 -2.7660
H: -2.8598 -3.5004 -2.6888
H: -2.9677 3.7545 -1.8799
H: -1.0953 4.9680 -0.4025
H: 1.9128 -3.2689 4.2738
H: 3.7146 -4.1407 5.7128
H: 5.9699 -3.1334 5.6235
H: 6.4186 -1.2418 4.0965
H: 4.6097 -0.3544 2.6635
O: 2.7528 1.0580 -2.7979
Cl: 1.8906 0.7341 -1.7128
O: 2.4792 1.1315 -0.4479
O: 1.6351 -0.6981 -1.6749
O: 0.6128 1.4193 -1.8585

Computed properties:
- DFT total energy (hartree) = -2801.1086
- Kohn-Sham gap (spin up / spin down) (eV) = 5.30 / 5.30
- F_max (eV/A) = 0.95
- total charge = +1
- energy above the lowest of the compared OMol25 structures with the same formula, charge and spin (kcal/mol) = 0.0
- LUMO energy (spin up / spin down) (eV) = -5.789 / -5.789



Record 3
This record from OMol25 describes a structure of composition C44H28F9InN5O3PTe in a non-equilibrium geometry. The level of theory is the ωB97M-V functional and the def2-TZVPD basis.

Element x y z (Å)
In: 11.9770 16.7183 11.5750
O: 12.9027 18.8708 15.0822
C: 12.9876 18.4028 13.9262
O: 12.0432 18.3149 13.1223
C: 14.3734 17.8896 13.5660
C: 15.3945 18.0366 14.5116
C: 16.6273 17.5797 14.2340
C: 16.8527 17.0177 12.9503
C: 18.1166 16.5368 12.5276
C: 18.3492 15.9973 11.2702
C: 17.1988 15.8283 10.4023
C: 15.9808 16.2076 10.8019
C: 15.7841 16.8907 12.0490
N: 14.5464 17.3340 12.3514
H: 15.0511 18.4136 15.4791
H: 17.4839 17.6333 14.9186
H: 18.9794 16.6953 13.1834
H: 19.3302 15.6916 10.9359
H: 17.2571 15.2322 9.4424
H: 15.0985 15.9442 10.1936
N: 9.5311 21.4775 7.7864
C: 10.4782 21.0299 8.2499
N: 11.6461 20.5941 8.7210
C: 11.5087 19.6084 9.5741
N: 11.5537 18.6699 10.2555
O: 9.5373 16.5641 11.2156
N: 8.8862 17.6584 11.0194
C: 8.4746 18.4480 12.0298
C: 7.7432 19.5990 11.7846
C: 7.4074 19.9585 10.4914
C: 7.7715 19.0949 9.4681
C: 8.5640 17.9839 9.7440
H: 8.9456 18.1695 12.9460
H: 7.4692 20.2392 12.6774
H: 6.9094 20.8932 10.2544
H: 7.5483 19.3448 8.4373
H: 8.8911 17.2934 8.9775
F: 8.4138 26.6092 8.7290
C: 9.1090 26.8044 9.8544
F: 8.1695 27.3598 10.6942
F: 10.0040 27.7324 9.6203
C: 9.6641 25.5441 10.4813
C: 10.4489 25.6227 11.6717
C: 10.7339 24.4357 12.3105
C: 10.5031 23.1379 11.7381
C: 9.7919 23.1705 10.5651
C: 9.3178 24.3520 9.9141
P: 10.8414 21.5390 12.4699
C: 9.8870 21.4456 14.0225
C: 9.0208 22.4407 14.4553
C: 8.2140 22.2627 15.5594
C: 8.2858 21.0659 16.2961
C: 9.2498 20.0870 15.9364
C: 10.0376 20.2774 14.7770
C: 7.4758 20.9086 17.5682
F: 6.7862 19.7671 17.6101
F: 8.3124 20.8240 18.6598
F: 6.5881 21.9023 17.7914
C: 12.5807 21.7857 13.1486
C: 12.7687 22.3904 14.3759
C: 14.0719 22.4747 14.9035
C: 15.1436 21.9049 14.2363
C: 14.9633 21.2622 13.0677
C: 13.6488 21.2592 12.4609
C: 16.4758 22.0910 14.9089
F: 16.9138 23.3888 14.8750
F: 16.4068 21.7591 16.2622
F: 17.4276 21.3251 14.4014
H: 10.7031 26.5624 12.0514
H: 11.3208 24.4923 13.1831
H: 9.4959 22.2202 10.1134
H: 8.7421 24.3172 9.0352
H: 8.9649 23.4265 13.9474
H: 7.5235 23.0268 15.9185
H: 9.5150 19.2291 16.5182
H: 10.7715 19.5789 14.4626
H: 11.9878 22.8242 14.9652
H: 14.2507 23.0963 15.8108
H: 15.7801 20.8034 12.5314
H: 13.5688 20.7013 11.5574
Te: 11.8640 14.7577 13.6313
C: 11.3376 13.1329 12.4223
C: 12.2370 12.0785 12.1628
C: 11.9638 11.0667 11.2706
C: 10.6841 11.0239 10.6813
C: 9.7513 12.0312 10.9442
C: 10.0976 13.1313 11.7748
H: 13.2105 12.1012 12.6762
H: 12.7600 10.2815 11.0543
H: 10.4597 10.3450 9.9477
H: 8.7741 12.0178 10.4080
H: 9.4276 13.9836 11.9169

Computed properties:
- DFT total energy (hartree) = -3891.4298
- multiplicity = 2
- Kohn-Sham gap (spin up / spin down) (eV) = 5.71 / 6.62
- F_max (eV/A) = 3.13
- total charge = -1
- energy above the lowest of the compared OMol25 structures with the same formula, charge and spin (kcal/mol) = 0.0
- LUMO energy (spin up / spin down) (eV) = 1.823 / 1.465
- ⟨S²⟩ = 0.7595



Record 4
This record from OMol25 describes a structure of composition C44H28N4Se2TaTe2 in a non-equilibrium geometry. The level of theory is the ωB97M-V functional and the def2-TZVPD basis.

Element x y z (Å)
Ta: 0.4620 -0.1399 0.1894
C: -3.7796 -4.9862 4.6586
C: -4.4616 -4.2152 3.7434
C: -3.8184 -3.2532 2.9560
C: -2.4386 -3.0788 3.1303
C: -1.7709 -3.8503 4.1144
C: -2.4330 -4.8078 4.8408
C: -1.6432 -2.1619 2.2380
C: -1.2340 -0.9184 2.7003
C: -1.2698 -0.4966 4.0558
C: -0.8072 0.8131 4.0353
C: -0.5302 1.1705 2.7012
C: -0.3449 2.4819 2.2733
C: 0.1051 3.5889 3.2396
C: 1.4477 3.8803 3.2540
C: 1.9450 4.8775 4.1151
C: 1.0938 5.6038 4.8912
C: -0.2537 5.3430 4.8489
C: -0.7783 4.3385 4.0233
C: -0.3898 2.8234 0.9608
N: -0.1546 1.8801 -0.0718
C: 0.0739 2.6692 -1.2107
C: 0.5923 2.2604 -2.4546
C: 0.7240 3.2718 -3.5442
C: -0.3791 3.5300 -4.3578
C: -0.2909 4.5480 -5.3114
C: 0.8691 5.2631 -5.4959
C: 1.9614 5.0175 -4.6901
C: 1.8902 4.0217 -3.7333
C: 0.7815 0.9274 -2.7751
C: 1.2879 0.3982 -4.0501
C: 1.2423 -0.9376 -3.9374
C: 0.7023 -1.2877 -2.6137
N: 0.4939 -0.1067 -1.8913
C: 0.3878 -2.5356 -2.1625
C: -0.3927 -2.8000 -1.0110
C: -1.0292 -4.0246 -0.7618
C: -1.6506 -3.9430 0.4615
C: -1.4450 -2.6140 0.9702
N: -0.6898 -1.9182 0.0040
C: 0.8584 -3.6436 -2.9866
C: 0.1403 -4.1763 -4.0636
C: 0.7353 -5.1821 -4.8111
C: 1.9693 -5.7214 -4.5058
C: 2.6450 -5.2134 -3.4339
C: 2.0944 -4.1874 -2.6476
C: -0.1941 4.0371 -0.9195
C: -0.4357 4.1498 0.4145
N: -0.7779 0.0931 1.8822
H: -4.2932 -5.7877 5.1673
H: -5.5133 -4.3481 3.6210
H: -4.3504 -2.6370 2.1956
H: -0.6850 -3.6625 4.1814
H: -1.9014 -5.4494 5.5380
H: -1.6212 -1.0748 4.9051
H: -0.7080 1.4978 4.8614
H: 2.1863 3.3151 2.6628
H: 3.0104 5.0564 4.1689
H: 1.4959 6.4045 5.5120
H: -0.9592 5.9897 5.4110
H: -1.8720 4.1596 4.0275
H: -1.3166 3.0007 -4.2025
H: -1.1920 4.7237 -5.8773
H: 0.9092 6.0877 -6.2273
H: 2.8574 5.5992 -4.7572
H: 2.7478 3.8193 -3.1038
H: 1.5775 1.0533 -4.8385
H: 1.4886 -1.6631 -4.7111
H: -0.9993 -4.8767 -1.4032
H: -2.1823 -4.7641 0.8758
H: -0.8016 -3.7435 -4.3412
H: 0.1738 -5.6302 -5.6329
H: 2.3709 -6.5330 -5.1290
H: 3.6557 -5.5589 -3.2369
H: 2.6175 -3.8236 -1.7345
H: -0.1913 4.7938 -1.7071
H: -0.7486 5.0366 0.9066
Se: 1.9792 -2.0934 0.8820
Te: 4.4742 -1.6783 1.2802
Te: 4.2168 0.7087 2.5452
Se: 2.4641 1.2898 0.8997

Computed properties:
- DFT total energy (hartree) = -7308.4024
- Kohn-Sham gap (eV) = 5.43
- F_max (eV/A) = 2.12
- total charge = +1
- energy above the lowest of the compared OMol25 structures with the same formula, charge and spin (kcal/mol) = 0.0
- LUMO energy (eV) = -4.350



> Among the records above, which one has the highest DFT total energy?

C44H28ClN4O4Pd



> Among the records above, which one has the lowest DFT total energy?

C44H28N4Se2TaTe2